# 1
Entry from the OMol25 dataset: a structure of composition C7H11BrN2O3S in a non-equilibrium geometry (wB97M-V/def2-TZVPD).

The geometry in XYZ format:
```
25
Properties=species:S:1:pos:R:3
C 0.089 1.000 1.059
C -1.101 1.148 1.744
C -0.912 -0.272 -0.767
C 0.117 0.552 -0.265
C -2.321 1.264 1.099
C 2.358 1.352 -0.931
C 2.024 -0.962 -0.169
N -2.118 -0.387 -0.360
N 1.433 0.212 -0.856
O -0.848 -2.356 0.524
O -3.278 -2.327 0.820
O -2.278 -2.686 -1.412
S -2.169 -2.173 -0.071
Br -2.520 2.454 -0.338
H 1.014 1.070 1.614
H -1.103 1.027 2.818
H -0.597 -1.046 -1.473
H -3.256 1.054 1.592
H 1.850 2.204 -1.379
H 2.690 1.631 0.067
H 3.227 1.090 -1.532
H 2.447 -0.655 0.783
H 1.234 -1.697 0.029
H 2.804 -1.407 -0.784
H 1.215 -0.087 -1.813
```

Total energy in eV: -97433.3671
Kohn-Sham gap in eV: 8.11
Max |F| in eV/Å: 1.50
LUMO level in eV: -0.604

Atomic partial charges in e from the Löwdin method, atoms 1 to 4:
1. C -0.0604
2. C -0.1891
3. C -0.2844
4. C -0.2401

---

# 2
Entry from the OMol25 dataset: a cluster of 10 separate species, C16H52N8O10 in total in a non-equilibrium geometry (wB97M-V/def2-TZVPD).

The geometry in XYZ format:
```
86
Properties=species:S:1:pos:R:3
O 0.325 -0.113 0.185
H -0.492 -0.628 0.261
H 0.981 -0.642 0.662
O -1.948 -2.298 0.598
H -2.093 -2.550 1.528
H -2.831 -2.307 0.215
C -3.136 2.174 0.899
O -3.934 2.728 1.647
N -1.791 2.252 0.961
N -3.558 1.249 -0.016
H -1.306 2.792 1.651
H -1.247 1.559 0.474
H -3.020 0.888 -0.784
H -4.546 1.066 0.005
C 2.022 -3.381 0.483
O 2.037 -2.208 0.857
N 0.877 -4.105 0.388
N 3.065 -4.008 -0.138
H 0.037 -3.700 0.766
H 0.780 -4.773 -0.355
H 4.033 -3.746 -0.119
H 2.868 -4.969 -0.356
C 0.426 3.220 3.875
O 1.539 3.711 3.903
N -0.636 3.794 4.515
N 0.058 2.074 3.227
H -1.474 3.278 4.701
H -0.414 4.654 4.984
H -0.857 1.682 3.324
H 0.769 1.432 2.913
C 3.748 1.090 1.896
O 4.127 2.223 1.690
N 3.539 0.142 0.936
N 3.649 0.532 3.155
H 3.370 -0.842 1.072
H 3.673 0.558 0.030
H 3.318 -0.395 3.347
H 3.909 1.084 3.953
C -1.807 -0.663 3.152
C -3.153 -1.251 3.584
C -4.331 -0.362 3.296
O -3.316 -2.549 2.998
H -0.981 -1.375 3.179
H -1.539 0.102 3.880
H -1.876 -0.163 2.187
H -3.069 -1.334 4.674
H -5.142 -0.676 3.961
H -4.653 -0.188 2.275
H -4.088 0.609 3.744
H -4.247 -2.789 3.031
C -2.017 -0.921 -2.759
C -2.148 -2.138 -3.695
C -1.231 -3.268 -3.338
O -3.521 -2.538 -3.653
H -2.102 -1.339 -1.748
H -2.793 -0.160 -2.841
H -1.004 -0.520 -2.813
H -1.912 -1.780 -4.704
H -1.522 -4.173 -3.883
H -1.368 -3.590 -2.301
H -0.178 -3.140 -3.577
H -4.037 -1.779 -3.377
C 3.086 0.145 -2.334
C 2.800 -0.167 -3.829
C 2.907 -1.652 -4.094
O 1.501 0.286 -4.212
H 3.266 1.199 -2.100
H 3.834 -0.500 -1.868
H 2.269 -0.036 -1.615
H 3.569 0.470 -4.274
H 3.351 -1.768 -5.087
H 1.903 -2.069 -4.104
H 3.576 -2.177 -3.416
H 1.286 1.015 -3.617
C 1.453 3.183 -0.258
C 0.550 3.248 -1.479
C 1.329 3.500 -2.790
O -0.127 1.983 -1.595
H 2.157 2.361 -0.353
H 0.812 3.092 0.617
H 2.005 4.120 -0.168
H -0.235 4.002 -1.447
H 2.406 3.323 -2.798
H 1.323 4.591 -2.915
H 0.762 3.076 -3.616
H 0.389 1.238 -1.253
```

Total energy in eV: -49834.7987
Relative energy (zero: lowest compared OMol25 entry of this formula, charge and spin) in kcal per mole: 14.8
Kohn-Sham gap in eV: 9.54
Max |F| in eV/Å: 2.46
LUMO level in eV: 0.075
SMILES: NC(N)=O.NC(N)=O.NC(N)=O.NC(N)=O.CC(C)O.CC(C)O.CC(C)O.CC(C)O.O.O

Atomic partial charges in e from the Löwdin method, atoms 1 to 4:
1. O -0.0639
2. H 0.0158
3. H 0.0045
4. O -0.0690

---

# 3
Entry from the OMol25 dataset: a cluster of 12 separate species, C46H127N11O13 in total in a non-equilibrium geometry (wB97M-V/def2-TZVPD).

The geometry in XYZ format:
```
197
Properties=species:S:1:pos:R:3
C -0.148 0.193 0.891
C -1.283 -0.341 -0.015
O -0.822 -1.064 -1.144
O 0.554 1.295 0.456
H 0.478 -0.593 1.314
H -0.597 0.452 1.850
H -1.937 0.470 -0.334
H -1.968 -0.961 0.563
H -0.574 -1.956 -0.891
H 0.992 1.019 -0.353
C -3.406 2.509 1.770
C -3.999 3.233 3.015
C -5.351 2.627 3.354
O -6.268 3.050 2.343
C -7.567 2.649 2.683
N -3.030 3.087 4.090
H -3.993 2.851 0.918
H -3.409 1.429 1.917
H -2.335 2.654 1.624
H -4.072 4.294 2.775
H -5.738 3.012 4.298
H -5.368 1.547 3.502
H -7.789 2.954 3.706
H -7.707 1.571 2.603
H -8.248 3.284 2.116
H -3.616 3.291 4.887
H -2.447 3.909 4.023
C 5.498 1.376 2.736
C 5.286 2.280 1.476
C 4.757 1.552 0.269
O 5.400 0.324 -0.080
C 6.826 0.232 -0.301
N 4.378 3.397 1.756
H 4.640 0.856 3.163
H 5.833 2.000 3.564
H 6.299 0.649 2.607
H 6.242 2.713 1.180
H 4.810 2.199 -0.606
H 3.760 1.138 0.422
H 7.296 0.814 0.492
H 7.023 0.694 -1.269
H 7.189 -0.788 -0.177
H 3.506 3.077 2.152
H 4.062 3.913 0.947
C -4.587 -2.412 -1.823
C -4.522 -1.045 -2.518
C -4.771 0.058 -1.445
O -6.129 -0.026 -0.927
C -6.297 0.816 0.177
N -3.124 -0.840 -2.954
H -5.617 -2.592 -1.514
H -3.854 -2.446 -1.016
H -4.192 -3.167 -2.502
H -5.247 -0.977 -3.329
H -4.725 1.035 -1.926
H -3.995 -0.017 -0.683
H -5.804 0.406 1.059
H -7.371 0.917 0.334
H -5.947 1.835 0.009
H -2.534 -1.089 -2.173
H -2.945 0.125 -3.193
C 1.336 2.150 4.231
C 0.439 3.202 3.651
C 0.070 4.410 4.609
O -0.702 5.375 3.891
C -0.794 6.660 4.468
N 1.119 3.677 2.435
H 1.352 1.312 3.534
H 0.860 1.985 5.198
H 2.338 2.558 4.358
H -0.524 2.787 3.355
H 0.911 4.906 5.095
H -0.547 4.086 5.447
H -1.214 7.311 3.701
H 0.167 7.082 4.763
H -1.453 6.789 5.326
H 1.189 2.999 1.690
H 0.610 4.418 1.975
C 2.792 -0.760 -2.481
C 2.251 0.559 -3.052
C 1.963 0.513 -4.590
O 1.418 1.736 -5.112
C 1.379 1.715 -6.524
N 0.937 0.773 -2.384
H 2.083 -1.563 -2.281
H 3.159 -0.568 -1.473
H 3.642 -1.209 -2.994
H 2.914 1.369 -2.750
H 1.321 -0.350 -4.773
H 2.852 0.228 -5.152
H 2.069 1.096 -7.097
H 1.476 2.688 -7.005
H 0.431 1.217 -6.727
H 0.445 -0.107 -2.335
H 0.407 1.455 -2.907
C -3.061 -0.906 3.435
C -3.781 -1.621 4.654
C -4.297 -3.024 4.302
O -5.453 -3.011 3.444
C -6.132 -4.253 3.211
N -2.689 -1.785 5.640
H -2.196 -1.494 3.129
H -2.663 0.085 3.653
H -3.786 -0.817 2.626
H -4.564 -1.037 5.139
H -4.587 -3.463 5.256
H -3.527 -3.663 3.869
H -7.140 -4.147 2.810
H -6.277 -4.781 4.154
H -5.548 -4.811 2.479
H -1.823 -2.281 5.485
H -3.102 -2.259 6.431
C -0.625 -3.758 1.351
C -0.521 -4.483 -0.030
C -1.756 -5.162 -0.588
O -2.229 -6.180 0.398
C -3.626 -6.358 0.432
N 0.189 -3.634 -0.962
H -1.415 -3.007 1.338
H 0.333 -3.296 1.593
H -0.714 -4.463 2.178
H 0.102 -5.361 0.141
H -1.547 -5.614 -1.558
H -2.583 -4.484 -0.799
H -3.912 -7.074 1.202
H -3.911 -6.721 -0.555
H -4.226 -5.449 0.387
H 0.079 -4.125 -1.838
H 1.157 -3.840 -0.759
C -4.271 1.207 -6.035
C -2.742 1.099 -5.980
C -2.261 2.050 -4.881
O -2.828 1.741 -3.584
C -2.594 2.697 -2.586
N -2.353 -0.287 -5.808
H -4.722 0.445 -6.671
H -4.609 2.209 -6.297
H -4.752 1.021 -5.074
H -2.337 1.484 -6.917
H -2.489 3.077 -5.165
H -1.174 1.997 -4.816
H -3.278 2.519 -1.755
H -2.766 3.724 -2.908
H -1.569 2.613 -2.226
H -1.426 -0.124 -5.443
H -2.794 -0.671 -4.984
C 5.723 6.594 -0.393
C 5.633 5.280 -1.166
C 4.222 4.931 -1.588
O 3.289 4.814 -0.541
C 1.915 4.625 -0.827
N 6.516 5.314 -2.279
H 5.213 6.619 0.570
H 5.139 7.303 -0.979
H 6.737 6.972 -0.263
H 5.977 4.420 -0.591
H 4.268 3.961 -2.085
H 3.893 5.626 -2.360
H 1.528 5.261 -1.623
H 1.392 4.630 0.130
H 1.907 3.604 -1.208
H 7.419 5.697 -2.038
H 6.832 4.372 -2.461
C 2.210 -5.926 -2.944
C 1.394 -6.228 -4.210
C 0.623 -5.020 -4.878
O -0.298 -4.472 -3.926
C -1.021 -3.337 -4.407
N 2.214 -6.904 -5.241
H 1.477 -5.520 -2.246
H 2.940 -5.124 -3.056
H 2.734 -6.737 -2.438
H 0.614 -6.956 -3.989
H 0.038 -5.339 -5.741
H 1.350 -4.280 -5.211
H -0.790 -2.837 -5.347
H -1.002 -2.567 -3.636
H -2.066 -3.635 -4.484
H 2.792 -7.651 -4.884
H 2.966 -6.244 -5.378
C 6.381 -4.137 3.229
C 6.189 -2.676 3.681
C 4.734 -2.348 4.077
O 3.689 -2.664 3.090
C 3.639 -1.803 1.991
N 7.145 -2.296 4.754
H 5.739 -4.317 2.366
H 6.009 -4.791 4.018
H 7.418 -4.386 3.007
H 6.477 -2.077 2.817
H 4.632 -1.307 4.383
H 4.454 -2.923 4.960
H 3.513 -0.775 2.330
H 2.867 -2.052 1.264
H 4.625 -1.851 1.528
H 8.064 -2.284 4.335
H 7.252 -3.058 5.409
```

Total energy in eV: -92761.0745
Relative energy (zero: lowest compared OMol25 entry of this formula, charge and spin) in kcal per mole: 80.9
Kohn-Sham gap in eV: 8.81
Max |F| in eV/Å: 3.41
LUMO level in eV: 0.466
SMILES: COC[C@H](C)N.COC[C@H](C)N.COC[C@H](C)N.COC[C@H](C)N.COC[C@H](C)N.COC[C@H](C)N.COC[C@H](C)N.COC[C@H](C)N.COC[C@H](C)N.COC[C@H](C)N.COC[C@H](C)N.OCCO

Atomic partial charges in e from the Löwdin method, atoms 1 to 4:
1. C -0.2575
2. C -0.2089
3. O -0.1281
4. O -0.0726

---

# 4
Entry from the OMol25 dataset: the molecule C4H9NO2 in a non-equilibrium geometry (wB97M-V/def2-TZVPD).

The geometry in XYZ format:
```
16
Properties=species:S:1:pos:R:3
C -1.866 0.723 1.738
N -0.902 0.324 0.725
C -0.803 -0.913 0.484
O 0.023 -1.481 -0.421
C 0.653 -0.646 -1.413
C 1.975 -0.001 -0.943
O 1.824 1.392 -0.839
H -1.343 1.251 2.542
H -2.588 1.418 1.294
H -2.418 -0.123 2.179
H -1.378 -1.707 0.979
H 0.885 -1.195 -2.395
H -0.109 0.068 -1.760
H 2.381 -0.432 -0.007
H 2.750 -0.190 -1.699
H 0.916 1.514 -0.464
```

Total energy in eV: -9877.8084
Relative energy (zero: lowest compared OMol25 entry of this formula, charge and spin) in kcal per mole: 51.9
Kohn-Sham gap in eV: 10.94
Max |F| in eV/Å: 1.96
LUMO level in eV: 1.010
SMILES: C/N=C/OCCO

Atomic partial charges in e from the Löwdin method, atoms 1 to 4:
1. C -0.1302
2. N 0.0057
3. C -0.2508
4. O -0.0676

---

# 5
Entry from the OMol25 dataset: a cluster of 3 separate species, C5H7NO in total in a non-equilibrium geometry (wB97M-V/def2-TZVPD).

The geometry in XYZ format:
```
14
Properties=species:S:1:pos:R:3
N 2.252 -1.511 0.114
C 1.605 -1.917 1.004
O 1.909 0.661 -1.684
C 1.103 1.467 -1.282
C -1.683 0.576 -0.015
C -1.690 -0.422 -1.138
C -1.270 -0.610 0.291
H 2.666 -1.023 -0.662
H 0.480 2.054 -1.984
H 0.939 1.661 -0.208
H -1.915 1.587 0.285
H -0.928 -0.374 -1.924
H -2.636 -0.845 -1.486
H -0.873 -1.314 1.008
```

Total energy in eV: -8831.1068
Relative energy (zero: lowest compared OMol25 entry of this formula, charge and spin) in kcal per mole: 117.5
Kohn-Sham gap in eV: 10.03
Max |F| in eV/Å: 1.25
LUMO level in eV: 0.414

Atomic partial charges in e from the Löwdin method, atoms 1 to 4:
1. N 0.0559
2. C -0.0630
3. O -0.0362
4. C -0.1320

---

# 6
Entry from the OMol25 dataset: a structure of composition C18H25BNO4 in a non-equilibrium geometry (wB97M-V/def2-TZVPD).

The geometry in XYZ format:
```
49
Properties=species:S:1:pos:R:3
C -0.170 2.044 -0.037
O -1.542 2.306 -0.460
C -2.466 1.337 -0.350
C -2.196 0.149 0.476
C -2.107 0.503 1.942
C -2.334 -0.673 2.818
C -2.615 -1.896 2.296
C -2.684 -2.132 0.912
C -2.443 -1.107 0.003
H 0.495 2.251 -0.875
H 0.068 2.684 0.817
H -0.044 0.992 0.249
H -3.126 2.297 1.166
H -1.173 0.998 2.212
H -2.273 -0.503 3.894
H -2.834 -2.723 2.971
H -2.929 -3.114 0.529
H -2.388 -1.260 -1.078
C -6.682 0.300 1.817
C -5.489 1.088 2.131
C -5.201 2.155 2.995
C -3.813 2.297 3.029
C -3.250 1.491 1.921
B -3.428 1.707 -3.071
O -3.488 1.491 -1.101
C -3.698 0.214 -3.558
C -5.114 0.720 -3.848
N -4.854 2.178 -3.395
C -5.784 2.707 -2.397
C -4.507 3.155 -4.479
C -3.181 3.750 -3.986
O -2.473 2.634 -3.370
O -4.382 0.706 1.499
H -7.458 0.488 2.569
H -7.083 0.561 0.818
H -6.447 -0.781 1.807
H -5.959 2.733 3.532
H -3.263 3.042 3.601
H -3.089 -0.063 -4.418
H -3.641 -0.528 -2.762
H -5.402 0.761 -4.900
H -5.908 0.277 -3.236
H -6.731 2.931 -2.902
H -5.969 1.973 -1.608
H -5.382 3.624 -1.953
H -4.377 2.588 -5.416
H -5.293 3.902 -4.595
H -2.555 4.194 -4.769
H -3.352 4.524 -3.217
```

Total energy in eV: -29418.2304
Relative energy (zero: lowest compared OMol25 entry of this formula, charge and spin) in kcal per mole: 72.6
Net charge: +1
Kohn-Sham gap in eV: 4.06
Max |F| in eV/Å: 3.55
LUMO level in eV: -4.316

Atomic partial charges in e from the Löwdin method, atoms 1 to 4:
1. C -0.0033
2. O -0.0069
3. C -0.4073
4. C -0.1870

---

# 7
Entry from the OMol25 dataset: a cluster of 2 separate species, C6H3PS in total in a non-equilibrium geometry (wB97M-V/def2-TZVPD).

The geometry in XYZ format:
```
11
Properties=species:S:1:pos:R:3
C -5.927 -1.375 -0.244
C -4.680 -1.419 -0.276
C -3.422 -1.144 0.004
C -2.217 -0.995 0.202
C -0.916 -0.960 0.200
C 0.265 -0.661 0.407
P 3.805 -0.236 -0.531
S 2.800 -1.784 0.181
H -6.963 -1.268 -0.158
H 4.627 -0.767 -1.516
H 5.047 -0.029 0.160
```

Total energy in eV: -26384.2267
Relative energy (zero: lowest compared OMol25 entry of this formula, charge and spin) in kcal per mole: 79.9
Kohn-Sham gap (alpha / beta) in eV: 5.02 / 4.97
Max |F| in eV/Å: 6.45
LUMO level (alpha / beta) in eV: -3.437 / -3.465

Atomic partial charges in e from the Löwdin method, atoms 1 to 4:
1. C 0.1668
2. C -0.1395
3. C -0.0438
4. C -0.0650

---

# 8
Entry from the OMol25 dataset: a structure of composition C11H26ClINOP2Yb in a non-equilibrium geometry (wB97M-V/def2-TZVPD).

The geometry in XYZ format:
```
44
Properties=species:S:1:pos:R:3
C 1.896 2.342 -1.149
C 2.079 0.928 -0.874
H 2.872 2.715 -1.547
H 1.590 2.899 -0.209
H 1.056 2.501 -1.896
O 2.768 -0.011 -0.868
I -2.574 -1.502 1.160
Yb -0.250 -0.069 0.093
P -0.889 -0.515 -2.370
C -0.452 -2.229 -2.760
C -2.697 -0.379 -2.380
H -2.952 -0.258 -3.440
H -0.649 0.218 -4.537
H -2.981 0.497 -1.770
H -0.471 1.619 -3.338
H -0.884 -2.900 -1.999
H -3.122 -1.276 -1.904
C -0.184 0.588 -3.614
H -0.881 -2.390 -3.755
H 0.915 0.477 -3.590
H 0.644 -2.336 -2.737
P 0.625 0.608 2.428
C 1.423 -0.835 3.175
C 1.744 2.025 2.509
H -1.563 1.547 2.727
H -0.529 1.536 4.240
H -1.378 0.014 3.619
C -0.881 0.965 3.372
H 1.223 2.880 2.043
H 1.908 2.126 3.589
H 1.635 -0.519 4.202
H 2.330 -1.083 2.601
H 2.656 1.775 1.938
H 0.736 -1.695 3.129
Cl -1.248 2.329 -0.149
C 0.195 -5.410 0.247
C 1.312 -4.550 0.894
C 1.149 -3.170 0.509
N 0.977 -2.070 0.210
H -0.788 -5.034 0.563
H 0.301 -6.456 0.552
H 0.262 -5.345 -0.848
H 1.268 -4.607 2.002
H 2.319 -4.868 0.562
```

Total energy in eV: -86082.1179
Multiplicity: 2
Net charge: +2
Expectation value of S²: 0.752
Kohn-Sham gap (alpha / beta) in eV: 4.28 / 4.27
Max |F| in eV/Å: 5.52
LUMO level (alpha / beta) in eV: -10.436 / -10.450

Atomic partial charges in e from the Löwdin method, atoms 1 to 4:
1. C 0.0004
2. C -0.1539
3. H 0.1651
4. H 0.1041

---

Which of these has the highest total energy? C5H7NO

---

Among the records above, which one has the lowest total energy? C7H11BrN2O3S